# 1
Computed, not measured: a molecular structure, C27H46Ge3MgNO3PS2 at a distorted geometry, with the ωB97M-V functional and the def2-TZVPD basis.

```
84
Properties=species:S:1:pos:R:3:forces:R:3:lowdin_charge:R:1
Mg 10.243 12.448 9.719 -0.415 -0.054 0.104 0.183
C 14.088 9.537 14.409 0.985 -0.448 0.265 -0.091
C 13.709 10.706 13.593 -0.997 1.409 -0.296 -0.332
O 12.247 10.833 13.441 0.868 0.480 -0.403 -0.332
P 11.842 11.935 12.304 -0.153 -0.049 0.455 -0.122
S 9.913 12.402 12.338 0.400 -0.225 0.112 0.298
S 12.462 11.260 10.541 0.010 0.370 -0.274 0.268
O 12.724 13.205 12.830 -0.257 -0.328 -0.652 -0.370
C 12.709 14.411 11.983 0.719 -0.802 0.854 -0.272
C 13.432 15.454 12.811 -0.108 -0.097 -0.005 -0.072
H 15.211 9.487 14.344 -1.008 -0.199 0.378 0.097
H 13.651 8.572 14.167 0.006 0.058 -0.459 0.077
H 13.764 9.790 15.406 0.198 -0.301 0.663 0.068
H 14.214 10.810 12.638 -0.201 -0.471 -0.368 0.074
H 14.004 11.593 14.149 0.155 0.149 0.055 0.104
H 11.658 14.663 11.839 0.151 0.174 -0.426 0.058
H 13.259 14.156 11.057 -0.567 0.289 0.245 0.103
H 12.909 15.616 13.742 -0.488 0.296 0.144 0.072
H 13.569 16.383 12.274 -0.203 0.305 -0.177 0.065
H 14.409 15.130 13.134 0.523 -0.421 -0.238 0.066
N 9.800 10.263 2.268 -1.015 -0.215 -0.863 -0.327
C 10.685 10.442 2.993 1.007 0.174 0.793 -0.649
H 7.666 11.664 8.583 3.505 -1.334 0.217 0.068
C 13.725 16.775 8.929 0.169 -1.140 -0.286 -0.259
Ge 12.198 15.993 7.879 1.322 -0.342 -0.214 0.624
C 13.066 14.493 6.878 -0.250 -0.358 -1.369 -0.276
C 11.941 17.417 6.577 0.926 0.183 -1.130 -0.285
Ge 10.266 15.131 8.978 -0.122 -0.669 0.416 0.784
C 8.873 15.316 7.583 -0.651 0.076 -0.538 -0.377
C 8.376 14.272 6.815 -0.107 -0.874 -0.774 -0.136
C 7.313 14.368 5.916 -1.127 0.030 0.518 -0.066
C 6.612 15.595 5.851 0.893 -1.982 -1.098 -0.125
C 7.105 16.641 6.559 -0.825 1.132 -0.203 -0.140
C 8.192 16.499 7.381 0.760 1.551 1.699 -0.138
C 9.881 16.645 10.233 0.805 0.005 -0.658 -0.384
C 9.419 16.313 11.474 -1.698 -1.014 1.560 -0.156
C 9.137 17.269 12.450 1.256 1.182 -0.820 -0.085
C 9.450 18.611 12.189 -0.785 -0.459 -0.813 -0.108
C 9.872 18.997 10.907 0.293 -2.616 1.267 -0.090
C 10.175 17.991 9.988 -0.835 0.228 0.058 -0.129
H 14.334 17.217 8.139 0.118 0.200 0.118 -0.005
H 14.331 15.954 9.372 -0.415 0.538 -0.046 0.007
H 13.469 17.517 9.672 -0.096 0.172 0.210 -0.011
H 13.615 14.835 5.943 -0.593 -0.184 1.089 0.023
H 12.243 13.811 6.491 1.014 0.593 0.523 0.027
H 13.791 13.896 7.465 -0.524 0.256 -0.106 0.005
H 12.918 17.668 6.086 -0.554 -0.225 0.521 0.022
H 11.593 18.319 7.058 -0.325 0.325 0.009 -0.012
H 11.295 17.123 5.750 -0.328 0.089 0.175 0.013
H 8.800 13.296 6.873 0.460 -0.516 0.234 0.051
H 6.930 13.432 5.437 0.543 1.058 0.189 0.117
H 5.815 15.788 5.156 -0.418 -0.320 -0.097 0.084
H 6.529 17.553 6.398 0.553 0.318 0.540 0.095
H 8.518 17.331 8.022 -0.322 -0.002 -0.539 0.085
H 9.098 15.274 11.703 0.508 0.613 -0.240 0.066
H 8.781 16.993 13.407 -0.408 -0.359 0.796 0.080
H 9.233 19.403 12.885 -0.014 0.006 0.445 0.080
H 10.045 20.013 10.794 0.414 1.770 -0.827 0.065
H 10.509 18.222 9.003 0.378 0.464 -0.528 0.057
C 10.360 8.303 7.838 -0.207 0.095 -0.303 -0.227
Ge 8.716 9.284 8.319 0.127 1.225 -1.288 0.665
C 7.585 8.402 9.606 -0.175 -0.731 1.056 -0.257
C 7.658 9.237 6.639 0.095 -1.110 1.663 -0.227
C 8.937 11.210 8.562 -2.949 1.203 -0.875 -0.431
H 10.069 7.320 7.420 0.336 0.276 0.555 0.014
H 11.087 8.273 8.646 -0.019 -0.433 0.086 -0.006
H 10.842 8.835 7.009 -0.194 0.092 0.086 0.022
H 7.088 7.563 9.096 0.034 0.170 0.269 0.009
H 6.827 9.087 10.013 0.153 -0.117 -0.294 0.008
H 8.143 8.010 10.479 -0.215 0.090 -0.420 0.012
H 7.735 8.224 6.263 -0.647 -0.329 -0.212 0.005
H 8.007 9.868 5.888 0.868 1.189 -1.174 -0.012
H 6.673 9.574 6.929 -0.585 -0.332 -0.157 0.003
H 9.101 11.392 7.456 0.188 0.139 0.914 -0.061
C 5.105 13.126 12.285 -0.247 0.957 0.611 -0.033
C 6.060 13.408 11.172 1.755 0.321 -1.631 -0.452
C 5.410 13.530 9.761 -0.237 -0.623 2.583 -0.001
O 7.267 13.535 11.340 -1.731 -0.122 0.079 -0.011
H 5.110 12.090 12.549 0.159 -0.775 0.122 0.079
H 4.087 13.401 12.037 -0.243 -0.016 -0.284 0.069
H 5.368 13.711 13.167 0.249 -0.146 0.022 0.086
H 4.834 14.449 9.841 -0.224 0.101 -0.439 0.081
H 4.729 12.667 9.741 -0.007 0.323 -0.543 0.084
H 6.124 13.535 8.976 0.585 0.066 -0.630 0.047
```
Positions in Å, forces in eV/Å.

Values from the calculation:
HOMO energy = -2.34 eV
Total charge = -2
LUMO energy = 0.144 Ha
Max |F| = 3.76 eV Å⁻¹

# 2
Computed, not measured: a molecular structure, C26H39N2O7PScSeSi, with the ωB97M-V functional and the def2-TZVPD basis.

```
78
Properties=species:S:1:pos:R:3:forces:R:3:lowdin_charge:R:1
Sc 0.180 -0.144 0.554 -0.197 -0.251 -0.291 0.857
C -2.638 -3.564 1.578 -0.099 0.064 -0.008 -0.069
O -3.246 -3.560 0.295 0.097 -0.027 -0.034 -0.077
C -3.449 -2.393 -0.377 -0.034 0.079 0.048 -0.205
C -4.529 -2.407 -1.237 0.007 -0.002 0.000 -0.012
C -4.882 -1.301 -2.011 -0.039 -0.015 -0.026 -0.109
C -4.145 -0.151 -1.896 0.009 0.013 0.015 -0.073
C -3.022 -0.109 -1.058 -0.017 -0.063 0.018 -0.137
C -2.349 1.157 -0.888 0.101 -0.008 -0.122 -0.051
N -1.173 1.281 -0.403 -0.074 0.210 0.167 -0.077
N -0.783 2.581 -0.047 -0.149 -0.038 0.031 0.083
C -0.236 2.533 1.128 0.152 0.035 0.327 -0.525
O -0.105 1.450 1.855 0.208 -0.139 -0.301 -0.186
C 0.296 3.799 1.704 -0.050 0.006 -0.019 -0.147
C 1.217 3.741 2.745 -0.048 -0.029 -0.031 -0.021
C 1.737 4.909 3.279 0.009 0.056 0.007 -0.087
C 1.336 6.142 2.783 0.022 -0.013 0.026 -0.107
C 0.417 6.203 1.745 -0.023 -0.024 -0.020 -0.094
C -0.099 5.035 1.204 0.017 0.067 -0.021 -0.031
C -2.620 -1.234 -0.290 -0.012 -0.087 -0.004 -0.240
O -1.561 -1.202 0.479 0.106 0.161 -0.055 -0.164
H -2.727 -4.590 1.931 -0.016 0.005 0.014 0.091
H -3.172 -2.896 2.263 0.030 0.012 -0.019 0.099
H -1.594 -3.284 1.531 0.077 -0.017 -0.022 0.048
H -5.103 -3.324 -1.287 0.006 -0.002 0.006 0.115
H -5.737 -1.353 -2.672 0.003 0.003 0.000 0.092
H -4.412 0.738 -2.456 0.009 0.005 0.004 0.104
H -2.897 2.072 -1.117 0.004 0.003 -0.029 0.133
H 1.523 2.771 3.109 -0.003 0.003 0.006 0.114
H 2.463 4.859 4.081 -0.002 -0.009 0.001 0.097
H 1.742 7.055 3.202 0.006 -0.006 0.005 0.093
H 0.105 7.163 1.353 -0.002 -0.003 -0.002 0.094
H -0.805 5.066 0.385 -0.004 -0.013 0.003 0.105
C 5.461 1.214 -1.621 -0.082 0.010 0.062 -0.247
Si 4.137 -0.034 -1.120 0.083 -0.342 -0.225 0.059
C 3.679 -1.052 -2.638 -0.025 0.063 0.075 -0.224
C 4.911 -1.211 0.129 0.039 0.088 -0.017 -0.217
Se 2.390 1.094 -0.332 -0.194 0.425 0.101 0.364
H 6.324 0.712 -2.068 -0.004 -0.021 0.004 0.020
H 5.803 1.775 -0.748 0.005 0.003 -0.002 0.019
H 5.065 1.932 -2.341 -0.010 -0.016 -0.001 0.019
H 4.545 -1.570 -3.063 0.016 0.001 0.016 0.025
H 3.237 -0.422 -3.413 0.025 0.026 0.004 0.027
H 2.936 -1.798 -2.351 0.013 0.001 0.010 0.001
H 5.899 -1.542 -0.210 -0.029 -0.011 -0.009 0.026
H 4.277 -2.090 0.243 -0.035 -0.023 -0.034 -0.009
H 5.026 -0.734 1.104 -0.007 0.001 -0.014 0.026
C 2.044 -6.180 -0.919 0.005 -0.038 -0.022 -0.033
C 2.635 -4.933 -1.565 0.017 0.018 0.032 -0.620
C 2.066 -4.720 -2.962 -0.010 -0.025 -0.015 -0.029
C 4.154 -5.017 -1.612 0.007 0.005 0.009 -0.026
O 2.375 -3.761 -0.750 0.002 -0.016 0.046 -0.183
P 0.930 -3.370 -0.167 -0.102 0.105 0.025 0.300
O -0.174 -3.749 -1.059 0.030 -0.003 0.016 -0.226
O 1.122 -1.909 0.234 0.201 -0.224 0.206 -0.387
O 0.778 -4.217 1.192 0.018 -0.113 -0.013 -0.165
C 1.493 -4.100 2.437 -0.036 0.056 -0.028 -0.620
C 1.118 -5.371 3.189 0.020 -0.005 0.037 -0.027
C 2.998 -4.027 2.225 0.025 0.006 0.035 -0.021
C 1.010 -2.873 3.204 0.032 0.008 0.053 -0.020
H 2.299 -7.055 -1.522 -0.002 0.007 -0.007 0.087
H 0.959 -6.102 -0.853 0.003 -0.006 0.006 0.083
H 2.452 -6.324 0.084 -0.024 0.001 -0.008 0.072
H 2.309 -5.578 -3.595 0.006 -0.007 0.022 0.086
H 2.503 -3.828 -3.410 -0.004 0.032 -0.005 0.077
H 0.985 -4.600 -2.913 0.004 0.011 -0.002 0.074
H 4.469 -5.865 -2.224 -0.015 -0.002 -0.004 0.085
H 4.560 -5.140 -0.606 -0.004 0.005 0.001 0.081
H 4.564 -4.102 -2.039 -0.003 0.008 0.008 0.078
H 1.472 -6.246 2.642 -0.012 -0.001 -0.005 0.083
H 0.034 -5.441 3.286 -0.001 0.009 -0.005 0.085
H 1.563 -5.373 4.186 0.011 0.002 -0.009 0.085
H 3.355 -4.893 1.666 -0.004 0.018 -0.006 0.076
H 3.497 -4.010 3.196 -0.001 -0.006 0.000 0.093
H 3.274 -3.125 1.682 -0.025 -0.024 0.015 0.062
H -0.077 -2.876 3.296 -0.008 0.006 -0.039 0.088
H 1.333 -1.961 2.702 -0.008 -0.003 0.012 0.070
H 1.442 -2.871 4.207 -0.007 -0.008 0.001 0.090
```
Positions in Å, forces in eV/Å.

Values from the calculation:
HOMO energy = -4.98 eV
Total charge = -1
ΔE to the lowest compared entry with this formula, charge and spin = 34.3 kcal per mole
LUMO energy = 0.095 Ha
Max |F| = 0.48 eV Å⁻¹

# 3
Computed, not measured: a molecular structure, C9H20ClErIN2OPS at a distorted geometry, with the ωB97M-V functional and the def2-TZVPD basis.

```
37
Properties=species:S:1:pos:R:3:forces:R:3:lowdin_charge:R:1
C 0.896 1.791 -0.630 1.323 -0.758 0.779 -0.132
I -2.058 0.459 -0.193 -0.151 -0.044 0.402 0.942
H 1.362 0.737 -0.339 -1.199 2.173 -0.973 0.015
H 1.290 2.509 0.109 -0.449 -0.094 -0.153 0.108
H 1.354 2.097 -1.577 0.086 -0.355 0.065 0.113
Er 0.505 -0.937 1.048 -0.412 -0.334 -1.169 0.700
P 0.380 -0.967 -2.106 0.188 -0.670 -0.880 0.654
C -0.545 0.033 -3.348 -0.428 0.338 0.330 -0.276
C 1.993 -0.935 -2.966 0.170 -0.170 0.499 -0.252
H 0.115 -3.320 -1.709 -0.129 -0.097 -0.299 0.033
H 0.071 -2.954 -3.464 -0.172 0.003 0.236 0.067
H -1.370 -2.636 -2.442 0.228 -0.023 0.009 0.056
C -0.274 -2.635 -2.472 0.188 -0.045 0.247 -0.258
H 2.701 -1.500 -2.352 0.155 0.076 -0.313 0.048
H 1.900 -1.392 -3.962 0.069 0.185 0.321 0.068
H -0.339 -0.353 -4.358 0.076 0.066 0.406 0.076
H -0.251 1.091 -3.305 -0.034 -0.252 -0.153 0.046
H 2.338 0.104 -3.059 -0.006 -0.320 -0.027 0.054
H -1.626 -0.022 -3.175 0.206 0.007 -0.088 0.025
C -0.589 2.025 -0.803 -0.800 2.604 -0.197 -0.734
O -1.065 3.066 -1.157 1.129 -2.690 0.693 0.095
Cl 2.044 -2.793 1.034 -0.363 0.415 0.117 -0.060
S 0.356 1.014 2.808 0.062 0.144 0.332 0.587
C -0.986 0.463 3.768 -1.355 -0.458 0.229 -0.758
N -1.017 -0.822 4.227 0.836 0.395 -0.092 0.001
C -1.936 -1.204 5.319 0.097 -0.131 0.158 -0.138
C -3.301 -0.612 5.046 -0.236 -0.166 -0.023 -0.151
C -3.216 0.882 4.840 0.164 0.544 0.329 -0.123
N -2.046 1.242 4.003 0.988 -0.280 -0.435 0.062
H -0.109 -1.296 4.275 -0.414 0.482 -0.041 0.136
H -1.508 -0.838 6.267 -0.216 -0.126 -0.243 0.148
H -1.971 -2.298 5.356 0.001 0.289 -0.007 0.140
H -3.955 -0.815 5.897 0.016 0.007 -0.147 0.139
H -3.748 -1.075 4.163 0.065 -0.092 0.081 0.128
H -3.086 1.410 5.793 -0.112 -0.120 -0.149 0.142
H -4.118 1.278 4.359 0.302 -0.105 0.053 0.141
H -2.025 2.188 3.624 0.128 -0.397 0.102 0.157
```
Positions in Å, forces in eV/Å.

Values from the calculation:
HOMO energy (spin up / spin down) = -15.62 / -15.62 eV
Total charge = +2
<S²> = 3.75
ΔE to the lowest compared entry with this formula, charge and spin = 0.0 kcal per mole
LUMO energy (spin up / spin down) = -0.285 / -0.280 Ha
Max |F| = 3.00 eV Å⁻¹
Spin multiplicity = 4

# 4
Computed, not measured: 2 unconnected molecules or ions with the total composition C5H14NO at a distorted geometry, with the ωB97M-V functional and the def2-TZVPD basis.

```
21
Properties=species:S:1:pos:R:3:forces:R:3:lowdin_charge:R:1
C 1.850 0.869 0.058 0.474 0.265 -0.026 -0.087
C 0.796 -0.155 -0.248 -1.390 0.694 1.501 -0.343
N -0.527 0.309 0.419 -0.136 -0.229 -0.515 0.023
C -1.585 -0.468 -0.273 0.382 0.366 -1.434 -0.207
C -1.145 -0.297 -1.749 0.048 0.467 0.808 -0.163
C 0.396 -0.262 -1.730 -0.078 -0.482 0.853 -0.136
H 2.170 0.883 1.099 -0.011 -0.345 0.041 0.067
H 1.497 1.886 -0.133 0.028 -0.093 -0.346 0.083
H 2.702 0.655 -0.590 0.141 0.210 0.130 0.089
H 0.952 -1.061 0.344 0.370 -0.372 -0.742 0.117
H -0.659 1.303 0.196 -0.075 -0.102 0.268 0.134
H -0.578 0.166 1.466 0.554 -0.117 -0.014 0.079
H -1.540 -1.515 0.011 -0.080 0.075 0.476 0.099
H -2.554 -0.005 -0.111 -0.096 -0.266 0.338 0.102
H -1.573 -1.057 -2.393 -0.076 0.105 -0.190 0.109
H -1.466 0.714 -2.008 -0.334 -0.231 -0.546 0.103
H 0.763 0.650 -2.193 0.114 -0.168 -0.438 0.109
H 0.825 -1.155 -2.180 0.178 0.138 -0.119 0.116
H 0.118 -1.249 3.256 -0.066 -0.019 -0.098 -0.014
H -0.452 0.097 3.760 -0.088 0.063 0.040 -0.003
O 0.008 -0.308 2.999 0.141 0.042 0.012 -0.277
```
Positions in Å, forces in eV/Å.

Values from the calculation:
HOMO energy (spin up / spin down) = -2.70 / -11.42 eV
Total charge = 0
<S²> = 0.75
ΔE to the lowest compared entry with this formula, charge and spin = 38.5 kcal per mole
LUMO energy (spin up / spin down) = 0.025 / 0.021 Ha
Max |F| = 2.16 eV Å⁻¹
Spin multiplicity = 2

no.,molecular weight (g mol⁻¹)
1,769.9
2,674.6
3,564.9
4,104.2